{"formula": "C3H12N2O2", "method": "ωB97M-V/def2-TZVPD", "homo_energy_ev": -9.15, "smiles": "[H]/N=C\\NCC.O.O", "e_tot_ha": -381.37524, "de_lowest_kcal_mol": 87.6, "orbital_gap_ha": 0.3504, "elements": ["C", "C", "N", "C", "N", "H", "H", "H", "H", "H", "H", "H", "H", "H", "H", "O", "H", "H", "O"], "coordinates": [[-2.0731, 1.2560, 0.2816], [-2.2012, -0.1528, -0.2963], [-0.9051, -0.8117, -0.5034], [-0.1414, -0.9571, 0.6377], [1.1132, -0.4645, 0.7334], [-1.7449, 1.1929, 1.3426], [-2.8524, 1.9940, 0.1428], [-1.1019, 1.6243, -0.0902], [-2.7848, -0.7823, 0.3803], [-2.7225, -0.0436, -1.2675], [-0.2974, -0.3896, -1.2018], [-0.6088, -1.2913, 1.5679], [1.1030, -1.2812, -0.0248], [1.3232, 1.0375, 0.0041], [2.2202, 2.0521, -0.3668], [1.2830, 1.8623, -0.5830], [3.4685, -2.3626, -0.4929], [3.1713, -1.0445, 0.1997], [3.7510, -1.4380, -0.4635]], "atomic_forces_ev_per_a": [[2.69, -0.29, 1.03], [-1.25, 0.34, -0.45], [0.60, -0.51, 0.90], [0.27, 3.11, 1.42], [-2.00, -4.21, -0.86], [-0.90, 0.02, -0.19], [-0.26, -0.28, -0.13], [-0.59, 0.53, -0.54], [-0.10, -0.08, -0.33], [0.31, -0.61, 0.45], [-0.40, 0.29, -0.17], [-0.76, -0.06, -0.28], [2.30, 1.40, -0.48], [-1.05, 0.54, -1.01], [-0.50, 0.80, -0.80], [1.52, -0.94, 1.41], [0.21, 0.22, -0.01], [0.00, 0.11, 0.07], [-0.12, -0.36, -0.02]], "lowdin_charge": [-0.09, -0.25, -0.01, -0.28, 0.00, 0.08, 0.07, 0.06, 0.11, 0.12, 0.13, 0.13, 0.10, -0.03, 0.04, -0.14, 0.03, -0.02, -0.08]}

=====

{"formula": "C4H14N", "method": "ωB97M-V/def2-TZVPD", "homo_energy_ev": [-20.12, -20.11], "e_tot_ha": -214.70806, "de_lowest_kcal_mol": 41.8, "charge": 2, "orbital_gap_ha": [0.4741, 0.1942], "multiplicity": 2, "elements": ["C", "C", "N", "H", "H", "H", "H", "H", "H", "H", "H", "C", "C", "H", "H", "H", "H", "H", "H"], "coordinates": [[-1.1691, 1.8164, 0.8262], [-0.6858, 1.2542, -0.4896], [-1.1465, 0.8041, 1.9574], [-0.3815, 2.5861, 0.8860], [-2.1511, 2.3125, 0.6067], [0.2463, 0.6999, -0.6249], [-0.6431, 2.1006, -1.1982], [-0.3107, 0.1884, 1.8445], [-1.1622, 1.4474, 2.8291], [-1.9617, 0.1686, 1.9557], [-1.4118, 0.6542, -1.0655], [1.2507, -1.8912, -1.6901], [1.4563, -1.5050, -0.1465], [1.4567, -1.1390, -2.4073], [1.8210, -2.7546, -2.1038], [0.2399, -2.3721, -1.6836], [1.2556, -2.3943, 0.4771], [0.7735, -0.7101, 0.1570], [2.5236, -1.2659, -0.1303]], "atomic_forces_ev_per_a": [[0.82, 0.49, -2.32], [-1.40, -0.63, -2.68], [-0.15, 1.70, 0.63], [-0.62, -0.08, 1.71], [0.71, -0.72, 1.05], [0.11, 0.74, 0.76], [0.40, -0.05, 0.48], [-0.59, 0.98, 0.82], [0.30, -2.02, -1.05], [0.11, 0.55, 0.10], [-0.18, -0.23, 0.68], [1.49, -0.63, 1.01], [-2.30, -1.38, -0.41], [0.60, 1.35, -0.23], [-0.45, -0.34, -0.36], [-0.26, -0.72, 0.80], [-0.10, 0.21, -0.56], [0.87, 0.07, 0.21], [0.66, 0.69, -0.63]], "lowdin_charge": [-0.18, -0.11, 0.19, 0.14, 0.16, 0.04, 0.12, 0.16, 0.22, 0.18, 0.10, 0.12, 0.05, 0.11, 0.17, 0.20, 0.12, 0.03, 0.16]}

=====

{"formula": "C9H14", "method": "ωB97M-V/def2-TZVPD", "homo_energy_ev": -9.03, "smiles": "Cc1ccccc1.CC", "e_tot_ha": -351.27563, "de_lowest_kcal_mol": 34.2, "orbital_gap_ha": 0.3668, "elements": ["C", "C", "H", "H", "H", "H", "H", "H", "C", "C", "C", "C", "C", "C", "C", "H", "H", "H", "H", "H", "H", "H", "H"], "coordinates": [[-1.9182, 1.6563, 2.9754], [-1.1602, 0.6680, 3.9085], [-2.9315, 1.1722, 2.8164], [-2.0953, 2.5940, 3.4975], [-1.4216, 1.8121, 2.0575], [-1.3971, 0.9415, 4.9792], [-1.5466, -0.4132, 3.6396], [-0.1359, 0.8158, 3.6685], [2.6746, -1.5525, -1.5312], [0.0649, 1.1944, -0.7934], [-1.1123, 0.4782, -0.9984], [1.2422, 0.5268, -1.0798], [1.3312, -0.7833, -1.4761], [-1.0164, -0.9124, -1.2771], [0.1875, -1.5860, -1.5436], [0.1086, 2.1973, -0.5357], [-2.1669, 0.9909, -0.8579], [2.2865, 1.0210, -0.9778], [-1.8889, -1.4374, -1.3886], [2.8982, -1.9135, -0.4400], [3.5979, -0.9193, -1.6608], [0.3337, -2.6104, -1.6088], [2.5984, -2.3869, -2.2946]], "atomic_forces_ev_per_a": [[-2.07, -1.46, 1.74], [-2.19, -0.70, -0.32], [0.98, 0.95, -0.25], [0.09, 0.19, -0.22], [0.43, 0.14, -1.06], [0.45, -0.68, -1.13], [1.20, 2.02, 0.84], [1.11, -0.47, 0.37], [0.55, 0.26, 1.34], [-0.30, -2.07, -1.23], [-1.48, 0.01, 0.58], [3.02, 1.24, 0.14], [0.91, -1.96, 0.39], [1.44, 1.27, -0.50], [-0.35, 3.81, 1.06], [-0.19, 1.73, 0.54], [2.34, -1.26, -0.28], [-2.04, -0.40, -0.04], [-2.18, -1.24, -0.04], [-0.69, -0.06, -2.01], [-1.12, -0.41, -0.59], [-0.37, -1.82, -0.50], [0.44, 0.90, 1.16]], "lowdin_charge": [-0.18, -0.17, 0.08, 0.05, 0.02, 0.07, 0.10, 0.03, -0.07, -0.10, -0.09, -0.09, -0.30, -0.08, -0.04, 0.08, 0.14, 0.14, 0.06, 0.11, 0.07, 0.09, 0.09]}

=====

What is the formula in the first record?
C3H12N2O2